[1]
{
  "formula": "C5H11NO",
  "method": "ωB97M-V/def2-TZVPD",
  "symbols": ["C", "C", "C", "C", "C", "N", "O", "H", "H", "H", "H", "H", "H", "H", "H", "H", "H", "H"],
  "coordinates": [[1.09, 0.21, 0.11], [1.44, -1.18, 0.13], [-1.19, 0.09, 1.60], [-1.02, -0.36, -1.36], [-0.30, 0.53, -0.32], [2.07, 0.99, 0.12], [-0.50, 1.88, -0.45], [1.18, -1.71, -0.77], [0.90, -1.65, 0.91], [2.58, -1.39, 0.32], [-1.89, -0.64, 1.45], [-1.67, 0.94, 1.80], [-0.40, -0.18, 2.22], [-0.91, -1.37, -0.94], [-1.98, 0.12, -1.55], [-0.33, -0.48, -2.19], [1.95, 2.08, 0.17], [-1.01, 2.13, -1.25]],
  "lowdin_charge": [-0.49, -0.07, 0.10, -0.02, -0.37, 0.14, -0.01, 0.07, 0.07, 0.13, -0.01, -0.02, 0.01, 0.08, 0.09, 0.09, 0.11, 0.12],
  "orbital_gap_ev": 9.0,
  "e_above_lowest_ev": 4.1769,
  "e_lumo_ev": 0.709,
  "e_tot_ev": -8897.52045,
  "total_charge": 0
}

[2]
{
  "formula": "C21H56F3LiO18P",
  "method": "ωB97M-V/def2-TZVPD",
  "symbols": ["Li", "C", "O", "O", "C", "F", "F", "F", "C", "C", "H", "H", "H", "H", "H", "H", "P", "O", "O", "O", "O", "C", "O", "C", "C", "O", "C", "H", "H", "H", "H", "H", "H", "H", "H", "H", "H", "C", "O", "C", "C", "O", "C", "H", "H", "H", "H", "H", "H", "H", "H", "H", "H", "C", "O", "C", "C", "O", "C", "H", "H", "H", "H", "H", "H", "H", "H", "H", "H", "C", "O", "C", "C", "O", "C", "H", "H", "H", "H", "H", "H", "H", "H", "H", "H", "O", "H", "H", "O", "H", "H", "O", "H", "H", "C", "O", "H", "H", "H", "H"],
  "coordinates": [[-2.82, 1.44, -2.96], [-2.41, 1.29, -0.27], [-1.52, 1.26, -1.46], [-3.71, 1.27, -0.86], [-2.15, 0.23, 0.90], [-0.94, 0.11, 1.38], [-2.92, 0.42, 1.94], [-2.50, -1.01, 0.51], [-1.09, -0.08, -1.86], [0.13, -0.11, -2.82], [1.07, 0.26, -2.40], [0.35, -1.11, -3.20], [-0.10, 0.54, -3.67], [-1.81, -0.69, -2.42], [-0.80, -0.73, -1.04], [-2.24, 2.32, 0.05], [-4.85, 1.11, -4.40], [-4.46, 2.38, -3.57], [-5.98, 0.29, -3.74], [-3.64, 0.18, -4.43], [-5.27, 1.37, -5.86], [-1.34, -1.92, 4.21], [-2.47, -2.29, 4.92], [-2.98, -1.32, 5.83], [-2.12, -1.16, 7.13], [-1.90, -2.31, 7.97], [-0.83, -2.24, 8.90], [-1.35, -2.33, 3.21], [-0.52, -2.53, 4.60], [-1.00, -0.90, 4.03], [-4.04, -1.49, 6.04], [-2.88, -0.34, 5.37], [-2.61, -0.43, 7.78], [-1.15, -0.71, 6.95], [-0.89, -2.95, 9.72], [-0.81, -1.30, 9.45], [0.17, -2.32, 8.47], [3.93, -1.63, -2.84], [5.07, -0.82, -2.89], [6.09, -0.97, -1.91], [7.32, 0.01, -2.01], [7.00, 1.45, -2.12], [6.18, 2.06, -1.11], [3.36, -1.49, -3.75], [3.37, -1.44, -1.92], [4.24, -2.68, -2.82], [6.38, -2.02, -1.89], [5.67, -0.97, -0.91], [7.82, -0.36, -2.91], [7.96, -0.11, -1.14], [6.57, 1.85, -0.11], [5.14, 1.75, -1.16], [6.26, 3.13, -1.31], [2.53, 2.58, 1.50], [1.13, 2.55, 1.66], [0.64, 2.39, 3.04], [-0.78, 3.05, 3.24], [-0.86, 4.42, 2.96], [-1.04, 4.79, 1.63], [2.82, 2.32, 0.48], [3.17, 2.24, 2.30], [2.86, 3.61, 1.43], [1.38, 2.76, 3.75], [0.61, 1.30, 3.11], [-1.18, 2.70, 4.19], [-1.40, 2.38, 2.63], [-2.02, 4.48, 1.28], [-0.20, 4.45, 1.02], [-1.02, 5.87, 1.63], [2.64, -3.87, 0.26], [2.09, -4.08, -1.03], [0.65, -4.09, -0.99], [0.28, -4.75, -2.34], [0.76, -6.07, -2.49], [0.76, -6.57, -3.85], [2.29, -4.58, 1.01], [2.41, -2.88, 0.68], [3.70, -4.06, 0.10], [0.21, -3.09, -0.92], [0.23, -4.66, -0.16], [0.55, -4.01, -3.10], [-0.81, -4.70, -2.34], [1.08, -7.61, -3.94], [1.39, -5.99, -4.51], [-0.18, -6.47, -4.39], [-4.67, 4.35, -1.51], [-4.12, 3.91, -2.15], [-4.94, 5.16, -1.94], [-5.32, 2.11, 1.40], [-4.53, 1.88, 0.91], [-5.14, 1.83, 2.30], [-2.05, 0.57, -6.65], [-1.79, 0.77, -5.75], [-1.37, 0.97, -7.19], [-1.23, 3.88, -3.27], [-1.61, 2.75, -4.06], [-2.12, 4.36, -2.86], [-0.71, 3.55, -2.37], [-0.65, 4.60, -3.85], [-2.45, 2.95, -4.46]],
  "lowdin_charge": [0.57, -0.35, -0.17, -0.20, -0.62, 0.13, 0.14, 0.12, -0.24, -0.06, 0.05, 0.06, 0.06, 0.12, 0.08, 0.12, -0.17, -0.49, -0.43, -0.46, -0.45, -0.15, -0.16, -0.16, -0.19, -0.20, -0.18, 0.08, 0.07, 0.08, 0.12, 0.11, 0.11, 0.10, 0.07, 0.06, 0.07, -0.11, -0.20, -0.23, -0.16, -0.22, -0.11, 0.10, 0.08, 0.08, 0.10, 0.10, 0.11, 0.10, 0.07, 0.08, 0.08, -0.15, -0.21, -0.15, -0.19, -0.17, -0.10, 0.08, 0.07, 0.06, 0.10, 0.10, 0.11, 0.10, 0.10, 0.08, 0.08, -0.15, -0.21, -0.16, -0.21, -0.17, -0.11, 0.07, 0.08, 0.07, 0.12, 0.12, 0.12, 0.13, 0.07, 0.08, 0.08, -0.07, -0.03, 0.00, -0.06, -0.03, -0.01, -0.07, -0.02, 0.00, -0.15, -0.18, 0.07, 0.07, 0.06, 0.05],
  "orbital_gap_ev": 1.1,
  "e_lumo_ev": 4.715,
  "e_tot_ev": -77176.83407,
  "total_charge": -3
}

[3]
{
  "formula": "C55H56AsCdN10O4PS5",
  "method": "ωB97M-V/def2-TZVPD",
  "symbols": ["Cd", "N", "C", "S", "N", "N", "C", "C", "C", "C", "C", "C", "C", "O", "H", "H", "H", "H", "H", "H", "H", "O", "S", "O", "N", "C", "C", "C", "C", "C", "C", "C", "C", "N", "C", "C", "C", "C", "C", "C", "C", "H", "H", "H", "H", "H", "H", "H", "H", "H", "H", "H", "S", "C", "S", "C", "N", "N", "C", "C", "C", "C", "C", "C", "S", "H", "H", "H", "H", "H", "C", "N", "C", "P", "O", "N", "C", "C", "N", "C", "C", "H", "H", "H", "H", "H", "H", "H", "H", "H", "H", "H", "H", "H", "H", "H", "H", "H", "H", "C", "C", "C", "C", "C", "C", "As", "C", "C", "C", "C", "C", "C", "C", "C", "C", "C", "C", "C", "H", "H", "H", "H", "H", "H", "H", "H", "H", "H", "H", "H", "H", "H", "H"],
  "coordinates": [[0.74, -0.25, 0.48], [-0.25, -4.44, -1.20], [0.34, -3.25, -0.80], [-0.75, -1.89, -0.70], [1.61, -3.32, -0.56], [2.17, -2.16, -0.05], [3.45, -2.19, -0.03], [4.33, -1.13, 0.41], [5.69, -1.26, 0.08], [6.63, -0.32, 0.43], [6.19, 0.79, 1.17], [4.88, 0.94, 1.54], [3.88, -0.01, 1.18], [2.68, 0.15, 1.58], [-1.09, -4.34, -1.75], [0.41, -5.14, -1.52], [3.92, -3.10, -0.41], [5.99, -2.14, -0.48], [7.67, -0.44, 0.16], [6.91, 1.55, 1.48], [4.55, 1.79, 2.13], [-1.59, 1.59, 3.96], [-0.22, 1.24, 3.65], [0.81, 1.92, 4.40], [0.07, 1.37, 2.05], [0.22, 2.65, 1.59], [-0.09, 3.82, 2.31], [0.10, 5.10, 1.79], [0.59, 5.31, 0.53], [0.92, 4.18, -0.25], [1.43, 4.32, -1.57], [1.77, 3.23, -2.30], [1.60, 1.96, -1.70], [1.10, 1.80, -0.50], [0.75, 2.87, 0.26], [-0.10, -0.55, 3.94], [-1.03, -1.22, 2.97], [-1.88, -2.18, 3.32], [-2.01, -2.65, 4.69], [-1.31, -2.08, 5.67], [-0.18, 0.04, 6.59], [-0.48, 3.74, 3.31], [-0.15, 5.94, 2.42], [0.74, 6.31, 0.12], [1.56, 5.32, -1.97], [2.18, 3.30, -3.30], [1.87, 1.07, -2.24], [-1.07, -0.85, 1.96], [-2.52, -2.60, 2.55], [-2.71, -3.44, 4.91], [-1.43, -2.35, 6.71], [-0.23, 1.04, 6.18], [1.98, 0.92, 8.18], [1.23, -0.11, 7.13], [-1.41, -0.13, 7.92], [-0.25, -1.03, 5.45], [1.06, -1.79, 5.50], [1.77, -1.25, 6.61], [2.90, -1.98, 7.04], [3.65, -2.69, 6.11], [4.74, -3.45, 6.52], [5.08, -3.50, 7.87], [4.32, -2.80, 8.79], [3.23, -2.05, 8.39], [1.63, -1.14, 3.94], [3.39, -2.67, 5.06], [5.31, -3.99, 5.79], [5.94, -4.09, 8.19], [4.57, -2.85, 9.85], [2.63, -1.51, 9.11], [-2.79, 3.24, -2.29], [-3.36, 3.04, -0.96], [-2.84, 4.02, -0.01], [-3.41, 1.46, -0.43], [-2.14, 0.74, -0.22], [-4.31, 1.56, 0.95], [-4.01, 0.68, 2.08], [-5.42, 2.45, 1.17], [-4.29, 0.73, -1.67], [-5.63, 1.23, -1.94], [-4.25, -0.74, -1.67], [-3.01, 4.26, -2.62], [-3.23, 2.54, -3.00], [-1.70, 3.11, -2.29], [-3.20, 5.01, -0.29], [-1.75, 4.03, -0.01], [-3.17, 3.79, 1.00], [-3.16, 0.05, 1.85], [-4.88, 0.05, 2.30], [-3.75, 1.26, 2.97], [-5.56, 3.11, 0.32], [-5.25, 3.06, 2.06], [-6.35, 1.89, 1.33], [-5.63, 2.32, -1.95], [-6.36, 0.89, -1.19], [-5.96, 0.87, -2.92], [-3.24, -1.09, -1.47], [-4.56, -1.11, -2.65], [-4.93, -1.16, -0.92], [-0.41, 2.63, -7.62], [-1.32, 2.66, -6.57], [-1.20, 1.76, -5.52], [-0.19, 0.80, -5.50], [0.73, 0.80, -6.55], [0.62, 1.71, -7.59], [-0.12, -0.34, -3.89], [1.45, -1.44, -4.29], [2.46, -1.47, -3.33], [3.61, -2.23, -3.53], [3.74, -2.98, -4.69], [2.73, -2.98, -5.64], [1.59, -2.22, -5.44], [-1.49, -1.64, -4.43], [-2.71, -1.20, -4.93], [-3.71, -2.11, -5.25], [-3.51, -3.47, -5.06], [-2.30, -3.91, -4.55], [-1.29, -3.00, -4.23], [-0.50, 3.34, -8.43], [-2.12, 3.39, -6.56], [-1.89, 1.83, -4.69], [1.56, 0.10, -6.55], [1.35, 1.70, -8.39], [2.35, -0.93, -2.40], [4.37, -2.24, -2.77], [4.63, -3.57, -4.85], [2.82, -3.58, -6.54], [0.79, -2.24, -6.17], [-2.91, -0.15, -5.07], [-4.66, -1.75, -5.64], [-4.29, -4.18, -5.30], [-2.12, -4.97, -4.38], [-0.36, -3.36, -3.83]],
  "lowdin_charge": [1.28, 0.03, -0.90, 0.52, -0.04, -0.10, -0.15, -0.16, -0.09, -0.14, -0.12, -0.02, -0.40, -0.25, 0.04, 0.08, 0.11, 0.09, 0.08, 0.09, 0.11, -0.30, 0.57, -0.30, -0.17, -0.28, -0.04, -0.09, -0.09, -0.19, -0.03, -0.06, -0.17, 0.04, -0.16, -0.58, -0.18, -0.08, -0.08, -0.08, -0.73, 0.09, 0.10, 0.10, 0.11, 0.10, 0.05, 0.00, 0.10, 0.09, 0.05, 0.05, 0.61, -0.79, 0.32, -0.41, -0.23, -0.09, -0.20, -0.02, -0.10, -0.12, -0.10, -0.05, 1.03, 0.07, 0.10, 0.09, 0.09, 0.07, -0.12, -0.30, -0.09, 0.52, -0.35, -0.29, -0.08, -0.13, -0.30, -0.14, -0.11, 0.08, 0.05, 0.08, 0.09, 0.06, 0.08, 0.05, 0.09, 0.08, 0.07, 0.09, 0.08, 0.07, 0.08, 0.08, 0.01, 0.07, 0.09, -0.11, -0.09, -0.14, -0.37, -0.10, -0.10, 1.34, -0.40, -0.12, -0.07, -0.09, -0.09, -0.14, -0.38, -0.12, -0.11, -0.10, -0.09, -0.14, 0.09, 0.10, 0.07, 0.08, 0.10, 0.06, 0.09, 0.10, 0.10, 0.11, 0.08, 0.10, 0.09, 0.10, 0.09],
  "orbital_gap_ev": 4.7,
  "e_above_lowest_ev": 3.3850,
  "e_lumo_ev": 3.297,
  "e_tot_ev": -209905.34458,
  "total_charge": -2
}

[4]
{
  "formula": "C4H10O2",
  "method": "ωB97M-V/def2-TZVPD",
  "symbols": ["C", "O", "C", "C", "C", "O", "H", "H", "H", "H", "H", "H", "H", "H", "H", "H"],
  "coordinates": [[-0.91, 1.38, -1.47], [0.36, 1.52, -0.86], [0.96, 0.35, -0.31], [0.05, -0.35, 0.70], [0.22, -1.86, 0.86], [0.14, 0.24, 1.99], [-1.40, 2.35, -1.45], [-0.86, 1.03, -2.51], [-1.56, 0.68, -0.93], [1.86, 0.74, 0.19], [1.29, -0.35, -1.10], [-0.96, -0.22, 0.31], [-0.68, -2.25, 1.34], [1.08, -2.13, 1.48], [0.31, -2.34, -0.12], [0.09, 1.20, 1.87]],
  "lowdin_charge": [-0.11, -0.18, -0.16, -0.44, -0.04, -0.03, 0.09, 0.09, 0.07, 0.13, 0.13, 0.10, 0.08, 0.08, 0.08, 0.10],
  "orbital_gap_ev": 10.6,
  "e_above_lowest_ev": 1.4055,
  "e_lumo_ev": 0.925,
  "e_tot_ev": -8404.14153,
  "smiles": "COC[C@@H](C)O",
  "total_charge": 0
}